{"formula": "C48H58F7MoN11O7S3SeSi2", "method": "wB97M-V/def2-TZVPD", "symbols": ["Mo", "Se", "N", "C", "C", "C", "C", "C", "N", "C", "C", "N", "C", "C", "C", "C", "C", "N", "H", "H", "H", "H", "H", "H", "C", "Si", "C", "C", "C", "C", "C", "C", "C", "C", "N", "Si", "C", "C", "C", "H", "H", "H", "H", "H", "H", "H", "H", "H", "H", "H", "H", "H", "H", "H", "H", "H", "H", "H", "H", "H", "H", "F", "C", "C", "C", "C", "O", "C", "C", "N", "C", "C", "C", "C", "C", "C", "N", "C", "C", "N", "C", "C", "C", "O", "O", "H", "H", "H", "H", "H", "H", "H", "H", "H", "H", "H", "H", "H", "H", "H", "H", "H", "H", "C", "N", "C", "C", "S", "N", "C", "C", "H", "H", "H", "H", "H", "H", "H", "H", "H", "H", "H", "H", "F", "C", "F", "F", "S", "O", "O", "N", "S", "O", "O", "C", "F", "F", "F"], "coordinates": [[-1.546, 0.269, -0.971], [-6.650, -5.659, -1.145], [-5.136, -5.329, -2.031], [-4.698, -4.171, -1.613], [-3.472, -3.553, -2.107], [-2.654, -4.150, -3.065], [-1.514, -3.492, -3.468], [-1.211, -2.253, -2.910], [-1.994, -1.660, -2.012], [-3.111, -2.306, -1.609], [-3.923, -1.630, -0.616], [-3.463, -0.435, -0.192], [-4.128, 0.198, 0.775], [-5.299, -0.315, 1.328], [-5.784, -1.522, 0.885], [-5.079, -2.205, -0.106], [-5.490, -3.506, -0.621], [-6.573, -4.128, -0.232], [-2.928, -5.115, -3.468], [-0.840, -3.917, -4.196], [-0.308, -1.740, -3.191], [-3.702, 1.125, 1.121], [-5.786, 0.239, 2.117], [-6.680, -1.965, 1.298], [-5.721, 1.014, -2.077], [-4.240, 1.230, -3.205], [-3.921, -0.345, -4.191], [-4.753, 2.472, -4.514], [-2.640, 1.744, -2.274], [-1.526, 1.692, -3.255], [-1.242, 2.451, -4.397], [-0.076, 2.195, -5.086], [0.813, 1.211, -4.639], [0.488, 0.501, -3.509], [-0.672, 0.735, -2.879], [-2.683, 3.512, -1.503], [-3.391, 4.824, -2.643], [-3.727, 3.653, 0.047], [-0.902, 4.055, -1.188], [-5.861, -0.019, -1.760], [-6.618, 1.307, -2.623], [-5.676, 1.635, -1.183], [-4.199, -1.255, -3.661], [-2.881, -0.442, -4.508], [-4.528, -0.313, -5.098], [-5.606, 2.018, -5.024], [-3.995, 2.656, -5.275], [-5.084, 3.431, -4.125], [-1.925, 3.220, -4.720], [0.157, 2.763, -5.976], [1.739, 1.009, -5.155], [1.137, -0.256, -3.082], [-4.479, 4.810, -2.688], [-3.011, 4.815, -3.664], [-3.104, 5.780, -2.199], [-4.682, 3.135, -0.038], [-3.960, 4.712, 0.183], [-3.228, 3.305, 0.947], [-0.186, 3.234, -1.217], [-0.818, 4.539, -0.214], [-0.598, 4.781, -1.944], [5.215, 1.302, -2.223], [4.586, 1.561, -1.064], [3.232, 1.412, -1.011], [2.542, 1.724, 0.165], [1.103, 1.491, 0.238], [0.535, 0.944, -0.746], [0.480, 1.837, 1.458], [1.241, 2.307, 2.496], [2.567, 2.464, 2.453], [3.279, 2.956, 3.614], [2.858, 2.494, 4.972], [4.149, 2.007, 4.384], [3.257, 2.185, 1.275], [4.650, 2.306, 1.209], [5.336, 1.988, 0.049], [6.743, 2.067, 0.028], [7.536, 1.389, -0.990], [8.996, 1.342, -0.506], [8.994, 1.460, 0.989], [8.576, 2.845, 1.410], [7.406, 3.266, 0.508], [-0.974, 1.674, 1.680], [-1.503, 1.779, 2.758], [-1.660, 1.465, 0.568], [2.700, 1.043, -1.871], [0.758, 2.551, 3.432], [3.609, 3.983, 3.507], [2.056, 1.774, 5.044], [2.884, 3.222, 5.769], [4.172, 0.979, 4.046], [5.079, 2.386, 4.783], [5.200, 2.606, 2.087], [7.517, 1.893, -1.961], [7.157, 0.378, -1.127], [9.594, 2.172, -0.876], [9.485, 0.409, -0.777], [9.899, 1.214, 1.389], [8.299, 0.802, 1.352], [9.444, 3.493, 1.299], [8.304, 2.783, 2.463], [7.776, 3.864, -0.334], [6.719, 3.895, 1.066], [-1.586, -3.740, 6.020], [-1.477, -2.885, 4.841], [-1.549, -1.475, 5.180], [-2.054, -3.313, 3.667], [-3.060, -2.325, 2.768], [-1.750, -4.568, 3.288], [-0.523, -5.245, 3.677], [-2.490, -5.225, 2.226], [-2.436, -3.419, 6.630], [-0.681, -3.676, 6.626], [-1.744, -4.775, 5.738], [-0.758, -1.259, 5.900], [-2.514, -1.216, 5.629], [-1.420, -0.862, 4.294], [0.139, -4.553, 4.190], [-0.026, -5.597, 2.772], [-0.721, -6.104, 4.321], [-3.535, -4.927, 2.266], [-2.413, -6.303, 2.372], [-2.080, -4.963, 1.247], [2.522, -0.768, 1.660], [1.546, -1.605, 2.039], [2.072, -2.668, 2.618], [0.794, -0.961, 2.928], [0.481, -2.106, 0.573], [-0.584, -1.107, 0.629], [0.138, -3.464, 0.837], [1.270, -1.823, -0.751], [2.687, -2.461, -1.078], [3.325, -3.089, 0.037], [3.405, -1.523, -1.892], [2.275, -3.826, -2.245], [1.673, -3.325, -3.335], [3.391, -4.432, -2.628], [1.461, -4.709, -1.681]], "forces_ev_per_angstrom": [[0.895, 0.569, -0.063], [0.224, 0.251, 0.004], [-0.127, 0.007, 0.121], [0.072, -0.126, -0.117], [0.019, -0.014, -0.036], [0.019, 0.008, -0.013], [0.050, 0.167, 0.136], [-0.107, -0.230, -0.044], [0.040, 0.114, 0.204], [0.061, -0.046, -0.017], [-0.037, -0.034, 0.092], [0.060, -0.033, 0.023], [-0.213, -0.084, 0.008], [0.153, 0.057, -0.082], [0.019, 0.028, 0.006], [-0.023, 0.013, -0.045], [-0.139, 0.069, 0.129], [0.059, -0.117, -0.108], [-0.006, -0.028, -0.013], [0.018, -0.031, -0.032], [-0.021, -0.010, -0.007], [-0.027, -0.005, 0.010], [-0.031, -0.002, 0.011], [-0.015, -0.002, 0.007], [0.029, 0.025, 0.027], [0.066, -0.026, 0.007], [-0.022, 0.000, 0.017], [0.023, 0.017, 0.013], [0.063, 0.030, 0.078], [-0.097, 0.037, -0.093], [0.014, -0.018, 0.058], [0.016, -0.017, -0.012], [0.008, -0.041, 0.063], [-0.045, 0.028, -0.106], [-0.206, -0.301, 0.148], [-0.041, -0.097, 0.024], [0.014, -0.021, -0.002], [0.004, -0.017, -0.003], [-0.026, -0.066, -0.006], [0.020, -0.059, 0.039], [-0.044, -0.014, -0.035], [0.004, 0.033, 0.002], [-0.007, -0.036, 0.034], [0.030, 0.015, -0.018], [-0.024, 0.005, -0.011], [-0.024, -0.007, -0.034], [0.033, -0.017, -0.031], [-0.017, 0.002, 0.024], [0.001, 0.024, 0.000], [0.010, 0.013, -0.008], [0.004, 0.005, -0.027], [0.027, 0.021, 0.021], [-0.038, -0.009, 0.034], [0.023, 0.007, -0.037], [0.007, 0.054, -0.005], [-0.033, -0.007, -0.027], [0.000, 0.036, 0.011], [0.028, -0.006, 0.034], [0.006, -0.018, -0.006], [-0.006, 0.031, 0.038], [0.015, 0.035, -0.019], [0.013, 0.006, -0.017], [-0.061, 0.052, 0.096], [0.094, 0.058, 0.165], [-0.168, -0.037, -0.153], [0.273, -0.206, 0.084], [-0.276, 0.188, -0.106], [0.107, 0.053, 0.037], [-0.054, -0.028, 0.072], [0.036, -0.022, -0.076], [0.001, 0.045, 0.076], [0.046, -0.012, -0.008], [-0.010, 0.004, 0.035], [0.022, -0.014, -0.029], [-0.102, -0.022, -0.048], [-0.035, -0.073, -0.142], [-0.001, 0.042, 0.091], [0.029, -0.036, -0.077], [0.060, -0.034, 0.017], [-0.090, -0.059, 0.032], [0.079, -0.009, 0.045], [0.023, 0.065, -0.021], [-0.180, -0.109, -0.130], [0.146, 0.101, 0.012], [-0.319, 0.034, 0.046], [-0.040, -0.010, -0.056], [-0.035, 0.005, -0.013], [-0.021, -0.017, -0.005], [-0.026, -0.012, -0.006], [0.011, 0.006, 0.003], [-0.005, -0.011, -0.015], [0.009, 0.006, 0.009], [0.018, 0.002, 0.025], [-0.001, -0.028, 0.016], [-0.015, 0.017, 0.005], [-0.018, -0.013, -0.020], [-0.017, 0.020, -0.029], [0.004, 0.029, -0.022], [0.045, -0.007, 0.006], [-0.036, 0.009, 0.020], [-0.025, 0.034, -0.037], [-0.010, 0.005, 0.018], [0.010, -0.019, -0.003], [0.049, -0.095, 0.053], [-0.082, 0.008, -0.125], [-0.009, 0.062, 0.028], [0.163, 0.107, 0.160], [-0.176, 0.072, -0.131], [-0.118, -0.199, -0.011], [0.088, 0.006, -0.040], [-0.009, 0.057, -0.010], [0.020, 0.005, -0.002], [0.003, 0.010, -0.007], [-0.016, 0.041, 0.040], [-0.004, -0.007, 0.017], [0.004, -0.012, -0.015], [0.032, -0.004, 0.009], [0.004, -0.012, 0.002], [0.020, 0.013, 0.012], [0.016, -0.006, 0.003], [0.015, -0.012, -0.015], [0.016, -0.005, -0.007], [0.003, 0.004, -0.036], [0.063, -0.069, 0.007], [-0.012, -0.095, -0.035], [0.019, 0.101, -0.067], [-0.109, -0.018, 0.065], [0.079, -0.276, 0.156], [-0.241, 0.002, -0.265], [-0.142, 0.014, -0.013], [-0.068, 0.087, 0.120], [0.167, 0.051, -0.292], [0.006, 0.037, 0.113], [0.041, -0.046, 0.025], [0.041, -0.071, -0.072], [-0.046, 0.032, -0.008], [-0.036, 0.028, 0.074], [-0.017, 0.024, 0.005]], "mulliken_charge": [-1.537, 0.280, -0.882, 0.607, 0.608, -0.805, -1.468, -0.387, 1.555, -0.857, -0.545, 1.737, -0.761, -1.543, -0.637, 1.044, 0.863, -0.901, 0.594, 0.630, 0.243, 0.353, 0.573, 0.571, -0.818, 0.391, -0.906, -1.454, 3.991, -2.173, -0.228, -1.440, -1.222, -0.419, 1.595, 0.850, -1.475, -1.110, -0.735, 0.085, 0.692, 0.089, 0.062, 0.129, 0.789, 0.453, 0.332, 0.418, 0.374, 0.472, 0.604, 0.122, 0.395, 0.344, 0.387, 0.279, 0.577, 0.167, -0.389, 0.416, 0.525, -0.428, 1.036, -0.953, 0.504, -0.252, 1.421, -0.626, -0.407, 0.434, -0.423, -1.066, -0.366, -0.359, -0.472, -0.891, 0.295, -0.696, -0.701, -0.147, -0.810, -0.669, -0.346, -0.705, 1.076, 0.289, 0.921, 0.551, 0.316, 0.263, 0.169, 0.319, 0.916, 0.404, 0.487, 0.341, 0.392, 0.340, 0.374, 0.385, 0.420, 0.362, 0.464, -1.201, 0.334, -0.957, 0.018, -0.032, 0.170, -1.284, -1.215, 0.361, 0.319, 0.429, 0.323, 0.316, 0.152, 0.411, 0.437, 0.367, 0.469, 0.409, 0.269, -0.108, 0.254, -0.205, -0.006, 0.125, -0.666, -0.634, -0.226, 0.934, -0.658, -0.635, 0.682, -0.225, -0.205, -0.191], "charge": 2, "e_lumo_ha": [-0.17141, -0.18690], "homo_ev": [-11.025, -11.025], "spin_multiplicity": 3, "gap_ev": [6.4, 5.9], "e_above_lowest_kj_mol": 27.4, "energy_ha": -7934.838350}